Computed, not measured: C6H7N3 in the gas phase at a distorted geometry, with ωB97M-V with the def2-TZVPD basis set.

Positions of all 16 atoms, in Å:
C -1.27894 0.82029 2.16186
C 0.11082 -1.54685 -0.23236
C -0.64747 0.23330 0.95513
C 1.13924 0.32241 -0.85409
C 1.38348 0.39827 -2.17296
N -0.50439 -1.05773 0.81057
N 0.37480 -2.51762 -0.92078
C -0.08278 1.03500 -0.18601
N -0.96078 1.80042 -0.56238
H -0.11997 -3.39027 -0.75173
H 1.98466 0.17104 -0.18441
H -0.86797 0.35660 3.05914
H -1.13534 1.89831 2.17757
H -2.35420 0.62418 2.14933
H 0.57330 0.54360 -2.87714
H 2.38555 0.30905 -2.57176

Values from the calculation:
E_LUMO (alpha / beta)   -0.66 / -0.76 eV
ΔE to the lowest compared entry with this formula, charge and spin   483.48 kJ/mol
Frontier orbital gap (alpha / beta)   7.746 / 6.359 eV
Energy   -396.90812 Eh
Molar mass   121.1 g/mol
Multiplicity   1

Löwdin atomic charge list, values in e, 4 entries:
1. C -0.03
2. C -0.26
3. C -0.27
4. C -0.18

***

Computed, not measured: C4H5NO in the gas phase, with ωB97M-V with the def2-TZVPD basis set.

Positions of all 11 atoms, in Å:
C 0.92477 1.44973 -0.10038
C 0.39998 0.17053 0.50100
C 0.82118 -0.42527 1.58294
C -0.84626 -0.42732 -0.13438
O -1.69549 0.28365 -0.62846
N -0.91083 -1.78282 -0.09421
H 1.27276 1.26505 -1.12135
H 1.74691 1.86424 0.48631
H 0.10398 2.17071 -0.14313
H -1.70445 -2.23340 -0.52473
H -0.11255 -2.33512 0.17638

Values from the calculation:
E_LUMO   -0.68 eV
ΔE to the lowest compared entry with this formula, charge and spin   296.18 kJ/mol
Frontier orbital gap   9.718 eV
Energy   -285.30178 Eh
Molar mass   83.1 g/mol
Multiplicity   1

Löwdin atomic charge list, values in e, 4 entries:
1. C -0.05
2. C -0.38
3. C 0.26
4. C -0.54

***

Computed, not measured: a molecular structure, Cl3Hg5O16S at a distorted geometry, with ωB97M-V with the def2-TZVPD basis set.

Positions of all 25 atoms, in Å:
Hg 0.42435 3.40941 4.25129
Hg -1.24721 0.68913 -3.21206
Hg -3.71929 -2.67373 8.42245
Hg -8.45724 -1.45870 0.89551
Hg -1.83350 -6.87212 2.19206
S -2.33980 -0.59654 2.09529
O -3.72887 -0.42589 1.74901
O -1.63476 0.27907 1.16749
O -2.10845 -0.10782 3.39775
O -2.06131 -1.99558 1.77163
Cl 0.40796 -5.37409 -3.32250
O 1.27468 -5.57179 -2.25374
O -0.82891 -5.88530 -2.94065
O 0.40601 -4.04698 -3.83782
O 0.77202 -6.11434 -4.52313
Cl 5.90018 0.35216 -0.39074
O 6.79523 1.44318 -0.06411
O 5.28454 0.68884 -1.67239
O 6.58690 -0.83081 -0.54869
O 4.80141 0.14524 0.64842
Cl -0.84944 6.99778 -0.76049
O -2.01770 7.47343 -0.18713
O -0.45311 7.97948 -1.73954
O -0.07658 6.58432 0.32804
O -1.29710 5.91167 -1.46593

Values from the calculation:
E_LUMO   -18.27 eV
Frontier orbital gap   1.547 eV
Energy   -3745.59679 Eh
Molar mass   1397.4 g/mol
Total charge   +5
Multiplicity   1

Löwdin atomic charge list, values in e, 4 entries:
1. Hg 0.69
2. Hg 0.61
3. Hg 0.84
4. Hg 0.82

***

Computed, not measured: a molecular structure, C18H17IrN5S2 at a distorted geometry, with ωB97M-V with the def2-TZVPD basis set.

Positions of all 43 atoms, in Å:
Ir -0.81670 0.65040 -0.35275
C -3.37240 -0.64029 2.88510
C -2.44336 -0.51686 1.73684
N -2.04808 0.63660 1.28540
N -2.45190 1.76289 1.94917
C -2.05718 2.84571 1.34194
N -2.35315 4.03708 1.86161
S -1.16241 2.87673 -0.18334
C -1.89872 -1.69169 1.02242
C -1.98109 -2.97869 1.50645
C -1.46445 -4.02247 0.74144
C -0.90995 -3.74487 -0.49265
C -0.83701 -2.42182 -0.90651
N -1.30204 -1.42017 -0.16040
H -4.08797 0.17863 2.86365
H -2.81650 -0.54545 3.82339
H -3.89252 -1.59426 2.87929
H -2.94511 4.09013 2.67507
H -2.08197 4.88871 1.40239
H -2.43241 -3.17190 2.46890
H -1.51152 -5.03902 1.10812
H -0.53337 -4.53022 -1.13214
H -0.41027 -2.15498 -1.86418
C 1.32691 0.66507 1.89637
C 1.95114 0.61286 0.54071
C 3.35174 0.57455 0.40741
C 3.94203 0.52532 -0.82396
C 3.13321 0.54586 -1.97447
C 3.64674 0.55063 -3.29899
C 2.80701 0.63792 -4.39093
C 1.42852 0.70318 -4.20476
C 0.89572 0.67181 -2.90835
S -0.75666 0.75630 -2.59164
C 1.74999 0.59863 -1.79149
N 1.17001 0.61398 -0.55087
H 2.08522 0.55431 2.66734
H 0.59118 -0.13097 2.01982
H 0.82350 1.62344 2.04141
H 3.94977 0.57993 1.30740
H 5.01972 0.47934 -0.92121
H 4.71899 0.49440 -3.43872
H 3.21503 0.66498 -5.39131
H 0.76029 0.78430 -5.05294

Values from the calculation:
<S²>   0.7806
E_LUMO (alpha / beta)   -7.94 / -8.96 eV
ΔE to the lowest compared entry with this formula, charge and spin   0.00 kJ/mol
Frontier orbital gap (alpha / beta)   6.585 / 5.636 eV
Energy   -1870.12278 Eh
Molar mass   559.7 g/mol
Total charge   +2
Multiplicity   2

Löwdin atomic charge list, values in e, 4 entries:
1. Ir 0.96
2. C 0.02
3. C -0.22
4. N -0.18

***

Computed, not measured: C2H8N4O in the gas phase at a distorted geometry, with ωB97M-V with the def2-TZVPD basis set.

Positions of all 15 atoms, in Å:
C 2.00630 -1.05346 0.43144
C -0.17226 -0.09625 -0.16840
H 1.69301 -1.79592 1.18067
H 2.88592 -1.46541 -0.04183
H 2.30931 -0.13102 0.92501
H 0.69957 -1.61858 -1.07866
H -1.23684 -1.65550 0.54722
H -2.07628 0.69012 0.41882
H 0.80564 2.73639 0.49961
H 1.75773 1.46063 -0.12762
N 1.00110 -0.78678 -0.56256
N -1.33189 -0.90384 -0.14573
N -0.25432 1.16713 0.05934
N 0.86127 1.95320 -0.12794
O -2.47193 -0.16630 0.19209

Values from the calculation:
E_LUMO   0.77 eV
ΔE to the lowest compared entry with this formula, charge and spin   362.45 kJ/mol
Frontier orbital gap   8.885 eV
Energy   -375.16855 Eh
Molar mass   104.1 g/mol
Multiplicity   1

Löwdin atomic charge list, values in e, 4 entries:
1. C -0.12
2. C -0.42
3. H 0.08
4. H 0.08

***

Computed, not measured: a molecular structure, C42H37BiClI2N10O3, with ωB97M-V with the def2-TZVPD basis set.

Positions of all 96 atoms, in Å:
Bi -0.61124 -0.08900 -0.30514
C 0.97942 0.14788 2.54845
N 0.99169 0.94772 1.32064
C 0.65317 2.35525 1.53679
C -0.83386 2.49413 1.51795
N -1.61391 1.46050 1.31797
C -2.91696 1.93571 1.32153
C -4.12502 1.26288 1.18537
C -5.27847 2.02308 1.20188
C -5.23372 3.41452 1.35569
C -4.04011 4.09030 1.52823
C -2.88440 3.32273 1.51782
N -1.53827 3.63826 1.65122
C 0.94562 -1.36029 2.23461
N -0.04707 -1.59805 1.18622
C -0.98091 -2.50490 1.68642
C -2.04585 -3.11244 1.04901
C -2.82362 -4.02414 1.77324
C -2.53322 -4.31402 3.09214
C -1.44542 -3.71249 3.73694
C -0.68040 -2.82009 3.02144
N 0.42045 -2.05139 3.40794
H 1.83394 0.37413 3.19666
H 0.05763 0.37817 3.08077
H 1.87787 0.88058 0.82922
H 1.06098 2.72718 2.48296
H 1.07909 2.95192 0.73102
H -4.14641 0.18381 1.08438
H -6.23955 1.53906 1.08963
H -6.16042 3.97206 1.34910
H -4.01379 5.16352 1.66279
H -1.16215 4.55887 1.80541
H -2.27214 -2.89600 0.01235
H -3.65861 -4.51314 1.28693
H -3.14824 -5.02000 3.63364
H -1.21596 -3.94403 4.76926
H 1.07700 -2.42668 4.07253
I 3.10171 3.48605 -1.66938
C 1.19563 3.47870 -2.56369
C 0.91517 4.40330 -3.57230
C -0.33224 4.44086 -4.12740
I -0.67720 5.80340 -5.69836
C -1.35228 3.58296 -3.66123
C -2.67953 3.59438 -4.14414
C -3.60507 2.73425 -3.62766
C -3.20473 1.84556 -2.61863
N -1.98845 1.80600 -2.13632
C -1.05026 2.64424 -2.63222
C 0.27239 2.55321 -2.08172
O 0.64054 1.69152 -1.15090
H 1.68929 5.07572 -3.91432
H -2.94858 4.29254 -4.92498
H -4.62666 2.73547 -3.98040
H -3.91292 1.14806 -2.18804
O 0.67455 -6.27734 -1.59283
C -0.56153 -6.02065 -2.21174
N -0.38477 -5.50913 -3.55660
C -0.75033 -4.29418 -4.06005
O -0.25316 -3.82505 -5.06338
C -1.83030 -3.56238 -3.31856
C -3.07106 -4.11841 -3.03260
C -4.01879 -3.33911 -2.38829
C -3.67626 -2.04587 -2.02666
N -2.49077 -1.50082 -2.29850
C -1.60542 -2.24003 -2.95981
H 1.21401 -5.48029 -1.58484
H -1.16262 -5.30902 -1.64067
H -1.06831 -6.98500 -2.23023
H 0.28142 -6.02077 -4.11977
H -3.29552 -5.13901 -3.31689
H -4.99596 -3.73683 -2.15289
H -4.38192 -1.40990 -1.50194
H -0.66061 -1.76771 -3.20761
N 3.18843 -1.42822 -2.47054
C 2.60771 -2.66082 -2.30732
C 1.46443 -2.43833 -1.60525
N 1.34686 -1.08956 -1.35472
C 2.40158 -0.50802 -1.88844
H 4.04587 -1.23865 -2.96204
H 3.05082 -3.56009 -2.69814
H 0.72149 -3.13146 -1.24288
H 2.59695 0.55088 -1.86009
Cl 5.49142 -4.85050 5.96432
C 4.60809 -3.98622 4.75639
C 3.56428 -4.61102 4.08895
C 2.85539 -3.90884 3.12917
C 3.16527 -2.58208 2.82891
C 2.36948 -1.85205 1.78029
C 4.21948 -1.97989 3.50652
C 4.94912 -2.67739 4.45802
H 3.30840 -5.63636 4.31825
H 2.04822 -4.40052 2.59664
H 2.20624 -2.52770 0.94375
H 2.94665 -0.99852 1.41153
H 4.48921 -0.95339 3.28519
H 5.77949 -2.20852 4.96804

Values from the calculation:
E_LUMO   -2.13 eV
ΔE to the lowest compared entry with this formula, charge and spin   149.95 kJ/mol
Frontier orbital gap   7.043 eV
Energy   -3666.08889 Eh
Molar mass   1228.1 g/mol
Total charge   +1
Multiplicity   1

Löwdin atomic charge list, values in e, 4 entries:
1. Bi 1.95
2. C -0.12
3. N -0.12
4. C -0.12